Density functional theory data (the ωB97M-V functional and the def2-TZVPD basis) for a molecular structure, C7H18N2O at a distorted geometry.

```
28
Properties=species:S:1:pos:R:3:nbo_charge:R:1
C 0.14323 -0.29961 1.10001 0.26
C 0.05314 0.58465 -0.07701 -0.03
C -0.10368 -0.45236 -1.64752 -0.20
C -0.20929 1.06269 2.38519 -0.24
C -0.88014 -1.38161 1.34537 -0.65
C 0.71663 -1.72398 -1.74738 -0.63
C 0.12060 0.43229 -2.87068 -0.63
N 1.24352 1.39537 -0.27698 -0.88
N -1.57847 1.48172 2.54577 -0.83
O 1.42317 -0.78053 1.35530 -0.73
H 1.97924 -0.56363 0.58235 0.49
H -0.88734 1.13060 -0.15292 0.18
H -1.16337 -0.73383 -1.64999 0.18
H 1.02030 2.24283 -0.79555 0.37
H 1.72412 1.70741 0.56381 0.37
H -1.94098 1.94905 1.72112 0.35
H -2.18832 0.69810 2.75893 0.36
H 0.44463 1.92969 2.27126 0.18
H 0.13431 0.55398 3.28916 0.19
H -0.97732 -1.57366 2.41931 0.22
H -1.85490 -1.10273 0.94179 0.21
H -0.56063 -2.32895 0.90612 0.23
H 1.77395 -1.54527 -1.52861 0.20
H 0.68144 -2.16731 -2.75455 0.21
H 0.32600 -2.50489 -1.09002 0.21
H -0.12990 -0.08478 -3.80877 0.21
H -0.48283 1.34498 -2.82130 0.20
H 1.17287 0.72981 -2.96422 0.21
```

Values from the calculation:
Highest occupied orbital energy   -0.2859 Ha
LUMO   0.8 eV
ΔE to the lowest compared entry with this formula, charge and spin   2.5200 eV
Orbital gap   8.60 eV
Calculated total energy   -462.18925 Ha
Net charge   0

Density functional theory data (the ωB97M-V functional and the def2-TZVPD basis) for a molecular structure, C30H32BaN9S3Si.

```
76
Properties=species:S:1:pos:R:3:lowdin_charge:R:1
Ba -1.42753 -1.17250 -0.26784 1.63
C -2.36114 -3.27646 -2.32519 -0.28
C -2.33983 -4.24211 -1.30505 -0.21
C -3.46233 -4.01683 -0.47934 -0.25
C -4.15795 -2.89565 -0.97853 -0.23
C -3.47461 -2.43272 -2.12041 -0.30
H -1.61214 -3.16789 -3.09931 0.08
H -1.61618 -5.03813 -1.19910 0.08
H -3.79021 -4.66377 0.32489 0.07
H -5.06303 -2.46737 -0.56870 0.08
H -3.73503 -1.55615 -2.69868 0.08
N -3.14980 -3.17114 2.55086 0.19
C -2.52296 -2.24294 3.27469 -0.44
N -2.55101 -2.38999 4.60284 0.17
C -1.89441 -1.44993 5.26860 -0.46
N -1.90638 -1.52107 6.61872 0.15
N -1.22438 -0.42657 4.72601 0.16
C -1.26853 -0.37028 3.39987 -0.29
N -1.91194 -1.23194 2.61536 0.08
C -0.48742 0.75941 2.79913 -0.21
C 0.06083 1.72304 3.64097 0.00
C 0.80652 2.74859 3.08717 -0.04
C 1.00824 2.77186 1.71916 -0.05
C 0.42384 1.77228 0.96120 -0.16
N -0.32200 0.80320 1.47707 0.02
H -3.60340 -3.91966 3.04213 0.11
H -3.20707 -3.14132 1.53812 0.04
H -2.28310 -2.34294 7.05235 0.10
H -1.31258 -0.89849 7.13359 0.10
H -0.10701 1.65709 4.70394 0.10
H 1.22742 3.52101 3.71751 0.11
H 1.57951 3.55521 1.24052 0.11
H 0.55524 1.74282 -0.10706 0.10
C 3.21632 -0.83891 1.36300 -0.17
Si 2.18347 -2.15500 0.48226 0.32
C 1.05850 -2.88594 1.81195 -0.18
C 3.35191 -3.54055 -0.04191 -0.18
N 1.18535 -1.58254 -0.76471 -0.27
C 1.58289 -1.07697 -1.96482 -0.42
C 2.93387 -0.78500 -2.29429 -0.06
C 3.31101 -0.30653 -3.53492 -0.12
C 2.37010 -0.06712 -4.53200 -0.15
C 1.03705 -0.32215 -4.23854 -0.12
C 0.64990 -0.81294 -3.00153 -0.10
H 3.65531 -1.23887 2.28231 0.02
H 2.58830 0.01362 1.63651 0.01
H 4.03233 -0.46281 0.74176 0.02
H 1.63705 -3.55898 2.45119 0.03
H 0.24095 -3.47825 1.38644 0.02
H 0.63177 -2.11849 2.46184 0.00
H 3.93621 -3.90261 0.80920 0.02
H 4.04939 -3.22172 -0.81880 0.01
H 2.77675 -4.38069 -0.43912 0.03
H 3.69508 -0.95105 -1.54077 0.07
H 4.36173 -0.11503 -3.72720 0.09
H 2.66639 0.30370 -5.50456 0.08
H 0.27544 -0.14921 -4.99058 0.10
H -0.40722 -1.04513 -2.89168 0.04
S -0.70661 5.98243 0.69030 0.52
C -1.37223 4.58828 0.05912 -1.12
S -2.62507 3.69895 0.86331 0.95
C -2.57588 2.44014 -0.36106 -1.21
N -1.69024 2.68620 -1.28215 0.01
N -1.05041 3.89979 -1.05717 -0.15
C -0.04849 4.26348 -2.01166 -0.20
C 0.74459 3.27758 -2.58831 -0.01
C 1.71902 3.63204 -3.50920 -0.07
C 1.89450 4.95951 -3.86884 -0.10
C 1.07611 5.93291 -3.31466 -0.09
C 0.10157 5.59163 -2.39055 -0.06
S -3.59059 1.06989 -0.27096 0.35
H 0.59227 2.23590 -2.35373 0.09
H 2.32923 2.85132 -3.94268 0.09
H 2.65724 5.23274 -4.58703 0.10
H 1.19006 6.97011 -3.60369 0.10
H -0.53460 6.34754 -1.95752 0.07
```

Values from the calculation:
Highest occupied orbital energy   -0.1650 Ha
LUMO   1.8 eV
ΔE to the lowest compared entry with this formula, charge and spin   0.3313 eV
Orbital gap   6.32 eV
Calculated total energy   -3165.05148 Ha
Net charge   -1

Density functional theory data (the ωB97M-V functional and the def2-TZVPD basis) for 2 unconnected molecules or ions with the total composition C4H9O2P at a distorted geometry.

```
16
Properties=species:S:1:pos:R:3:nbo_charge:R:1
C -0.30322 -3.04426 0.95525 0.49
C -0.31640 0.09293 1.38202 -1.02
C 0.80679 1.92698 -0.61789 -0.98
C -0.71658 -0.41651 -1.39913 -1.02
O 1.71496 -0.71366 -0.10715 -1.11
O 0.37946 -3.71971 1.54321 -0.49
P 0.53775 0.12214 -0.18052 1.95
H -0.07503 -0.61856 2.06549 0.25
H -1.34173 -0.05630 1.15617 0.23
H -0.20411 1.10413 1.80828 0.24
H 1.61620 1.94219 -1.28030 0.25
H 1.19931 2.31453 0.42941 0.23
H -0.13367 2.40331 -0.87201 0.24
H -1.33421 -1.17457 -0.98646 0.25
H -0.35458 -0.50642 -2.45921 0.25
H -1.47494 0.34377 -1.43715 0.23
```

Values from the calculation:
Highest occupied orbital energy   -0.3652 Ha
LUMO   0.8 eV
ΔE to the lowest compared entry with this formula, charge and spin   1.2307 eV
Orbital gap   10.76 eV
Calculated total energy   -649.64666 Ha
Net charge   0

Density functional theory data (the ωB97M-V functional and the def2-TZVPD basis) for 2 unconnected molecules or ions with the total composition C4H6N4 at a distorted geometry.

```
14
Properties=species:S:1:pos:R:3:lowdin_spin:R:1
C -1.97580 -0.91385 0.00564 0.07
C 0.73736 1.35592 -0.44157 0.06
C -1.02190 0.07923 0.23363 0.44
C 0.90508 -1.16017 -0.23150 0.05
N -2.88114 -1.60185 -0.07014 0.12
N -0.41233 2.15161 -0.02755 0.18
N -1.37354 1.49457 0.32540 0.06
N 0.14686 0.03866 -0.55682 0.29
H 1.32532 1.47151 -1.40033 0.02
H 1.47155 1.53057 0.52622 0.05
H -0.36896 -0.05390 1.79935 0.61
H 1.20570 -1.23644 0.93655 0.04
H 0.47295 -2.13262 -0.38355 0.00
H 1.76884 -1.02325 -0.71534 0.00
```

Values from the calculation:
Highest occupied orbital energy (spin up / spin down)   -0.2495 / -0.3664 Ha
LUMO (spin up / spin down)   0.6 / -3.2 eV
ΔE to the lowest compared entry with this formula, charge and spin   2.3494 eV
<S²>   2.013
Orbital gap (spin up / spin down)   7.40 / 6.74 eV
Calculated total energy   -374.74976 Ha
Net charge   0
Spin multiplicity   3

Density functional theory data (the ωB97M-V functional and the def2-TZVPD basis) for a molecular structure, C2H3Ag at a distorted geometry.

```
6
Properties=species:S:1:pos:R:3:lowdin_spin:R:1
C -0.25765 -0.68655 -0.29384 0.04
H -0.32343 -1.57076 0.33648 0.02
C -0.69959 0.48568 -0.41399 0.39
H -1.53481 1.13524 -0.16170 0.03
H 1.47062 -0.67676 0.05169 0.36
Ag 1.34486 1.31316 0.48136 0.17
```

Values from the calculation:
Highest occupied orbital energy (spin up / spin down)   -0.5248 / -0.6050 Ha
LUMO (spin up / spin down)   -6.4 / -6.8 eV
ΔE to the lowest compared entry with this formula, charge and spin   0.1152 eV
<S²>   0.783
Orbital gap (spin up / spin down)   7.92 / 9.63 eV
Calculated total energy   -224.47463 Ha
Net charge   +1
Spin multiplicity   2